DFT (ωB97M-V with the def2-TZVPD basis set) results for C21H17ClF10IrN3O5SSb as an isolated structure.

Each line ends with the Mulliken spin population.
Positions of all 60 atoms, in Å:
Ir 0.1004 0.0072 0.1185  -0.0232
C -1.8107 0.0990 5.4055  -0.0009
C -2.2216 -0.5273 4.2405  0.0009
C -1.4084 -0.5082 3.1185  -0.0031
C -0.1807 0.1281 3.1802  0.0028
C 0.2549 0.7433 4.3544  0.0004
C -0.5721 0.7341 5.4579  0.0004
N 0.6595 0.0885 2.0288  -0.0008
N 1.8884 0.0884 2.2772  0.0036
C 2.6939 -0.0687 1.1591  -0.0005
C 4.0670 -0.1220 1.2985  0.0005
C 4.8292 -0.3384 0.1648  -0.0007
C 4.1955 -0.4838 -1.0580  0.0013
C 2.8144 -0.4159 -1.1229  0.0006
N 2.0807 -0.2220 -0.0285  0.0000
H -2.4495 0.0929 6.2785  -0.0001
H -3.1726 -1.0390 4.1952  0.0001
H -1.7019 -1.0214 2.2191  -0.0006
H 1.2170 1.2330 4.3873  0.0001
H -0.2508 1.2237 6.3673  0.0001
H 4.4965 -0.0101 2.2828  0.0001
H 5.9066 -0.3971 0.2335  -0.0001
H 4.7556 -0.6583 -1.9647  0.0001
H 2.2770 -0.5236 -2.0493  -0.0015
F -0.5798 3.9677 -5.1419  0.0000
C -0.3525 3.5255 -3.8899  -0.0006
C 0.9444 3.2373 -3.5128  -0.0034
C 1.1659 2.7771 -2.2252  0.0098
C 0.1145 2.6070 -1.3243  -0.0058
C 0.3739 2.0474 0.0332  0.0044
C -1.1766 2.9210 -1.7424  0.0032
C -1.4198 3.3780 -3.0279  0.0034
H 1.7510 3.3727 -4.2202  -0.0011
H 2.1784 2.5451 -1.9106  0.0009
H -0.3051 2.4598 0.7818  0.0000
H 1.3994 2.2702 0.3421  -0.0002
H -2.0056 2.7795 -1.0622  -0.0003
H -2.4205 3.6082 -3.3665  -0.0001
Cl -2.5595 -2.1348 -3.9817  0.1440
C -1.0192 -2.1982 -3.2694  0.3151
C -0.3704 -0.5013 -3.1263  0.0172
O -0.2473 -0.1350 -4.2564  0.3219
O -0.1177 -0.1157 -1.9978  0.1811
H -0.2700 -2.6504 -3.9060  -0.0077
H -1.0429 -2.4962 -2.2292  0.0363
F 0.1101 -2.3196 0.8068  -0.0001
Sb 0.9954 -3.8648 0.0267  -0.0002
F 2.5968 -3.1408 0.7402  0.0000
F 1.2984 -2.7913 -1.5289  0.0012
F 1.9240 -5.2897 -0.7575  -0.0001
F -0.6421 -4.3723 -0.7421  0.0003
F 0.6512 -4.8035 1.6077  0.0000
F -4.0668 -1.0061 1.7109  0.0000
C -4.3916 -0.4331 0.5461  -0.0003
F -4.9266 0.7598 0.8016  0.0000
F -5.2978 -1.1941 -0.0568  0.0000
S -2.9240 -0.2731 -0.5543  0.0035
O -1.9654 0.5202 0.2948  -0.0006
O -3.4087 0.4629 -1.6800  -0.0002
O -2.4616 -1.6221 -0.7258  -0.0009

Properties
- HOMO energy (spin up / spin down): -9.0 / -9.0 eV
- Energy: -3552.6359 hartree
- Energy above the lowest of the compared OMol25 structures with the same formula, charge and spin: 0.0 kJ/mol
- Multiplicity: 2
- Largest force on an atom: 0.516 eV Å⁻¹
- <S²>: 0.7556